Entry 1:
Here is a structure of composition C20H47AsBBr10F2O2Si at a distorted geometry from OMol25. Energies are from ωB97M-V/def2-TZVPD.

Geometry as ORCA input:
```
! RIJCOSX wB97M-V def2-TZVPD def2/J DEFGRID3
* xyz -1 1
C 1.54295 1.74899 3.14816
C 2.01007 0.52053 2.37277
C 0.99921 -0.18774 1.47366
C 0.16969 0.77104 0.62748
As -0.02637 -1.76491 2.26220
F -0.48942 -2.12613 0.38509
C 0.52407 -1.48894 4.22772
C 1.80892 -2.16451 4.66267
C 1.64358 -3.27631 5.67410
F 2.61253 -1.17074 5.32877
B -1.03250 -3.56892 2.62909
O -0.76160 -4.47408 3.66126
O -2.01182 -3.93596 1.71893
Si -2.11027 -0.56689 2.63392
C -2.01197 1.04898 3.62614
C -3.23358 -1.66546 3.72222
C -3.12322 -0.28170 1.05928
H 2.42958 2.21468 3.58268
H 1.11371 2.49697 2.49316
H 0.89526 1.51495 3.98610
H 2.77393 0.92504 1.70312
H 2.55212 -0.16292 3.02283
H 1.61411 -0.69085 0.72768
H -0.52343 0.22542 -0.00060
H -0.31270 1.56187 1.19507
H 0.85838 1.28210 -0.05249
H 1.31845 -2.64026 1.98752
H 0.53807 -0.45444 4.54865
H -0.27600 -1.95254 4.80744
H 2.40086 -2.49635 3.81517
H 1.51205 -4.21382 5.14242
H 2.58049 -3.35943 6.21708
H 0.81355 -3.08388 6.34208
H -1.16683 -4.15587 4.47413
H -1.52840 -4.19222 0.92179
H -1.68190 1.91533 3.05926
H -1.40299 0.97229 4.52278
H -3.02328 1.27980 3.96853
H -4.03120 -1.00337 4.06328
H -3.70714 -2.45904 3.15507
H -2.74503 -2.03065 4.62391
H -2.76214 -0.89539 0.24020
H -3.04842 0.76788 0.78583
H -4.17493 -0.51962 1.21755
Br -1.81094 -5.90553 -1.00230
C -0.89888 -4.46288 -1.94160
C 0.57423 -4.73951 -2.07475
Br 1.49712 -4.47516 -0.38468
H -1.09554 -3.55249 -1.37803
H -1.37141 -4.39996 -2.91935
H 1.02632 -4.03877 -2.77318
H 0.77701 -5.75675 -2.39356
Br 5.08125 2.28834 0.83125
C 6.06217 1.15487 2.06570
C 5.70824 1.45407 3.49710
Br 6.53964 3.10274 4.11949
H 7.11686 1.29362 1.85382
H 5.76869 0.13710 1.81796
H 6.08454 0.67331 4.15303
H 4.63893 1.56604 3.64341
Br -2.89599 2.34848 -1.77225
C -4.25473 1.18343 -2.52238
C -3.67569 -0.13218 -2.96891
Br -2.69280 0.05293 -4.63942
H -4.72863 1.72948 -3.33145
H -4.97103 1.02212 -1.71963
H -4.47195 -0.84435 -3.17277
H -2.98884 -0.55403 -2.24194
Br -0.09575 1.46110 -6.84149
C -1.21824 1.63415 -8.42114
C -1.99635 2.92139 -8.40259
Br -3.49275 2.85100 -7.16105
H -1.85733 0.75786 -8.45547
H -0.53305 1.61978 -9.26565
H -2.43666 3.12058 -9.37682
H -1.37822 3.75587 -8.09565
Br 3.13209 4.30261 -6.37243
C 1.97403 5.71581 -5.70884
C 0.54390 5.51194 -6.12765
Br 0.27458 5.94492 -8.00897
H 2.38338 6.65194 -6.07301
H 2.05580 5.67746 -4.62536
H -0.11391 6.18003 -5.57743
H 0.21349 4.48567 -5.99567
*
```

Calculated values
Max |F| (eV/A): 1.12
E_LUMO (Eh): 0.061
E_HOMO (eV): -2.894
HOMO-LUMO gap (eV): 4.56

Results of the Löwdin charge analysis, in e, for atoms 1 through 8: number 1, C, carries -0.10; number 2, C, carries -0.29; number 3, C, carries -0.47; number 4, C, carries -0.15; number 5, As, carries 0.93; number 6, F, carries -0.51; number 7, C, carries -0.29; number 8, C, carries -0.43

Entry 2:
Here is a cluster of 6 separate species, C41H31NO14 in total at a distorted geometry from OMol25. Energies are from ωB97M-V/def2-TZVPD.

Geometry as ORCA input:
```
! RIJCOSX wB97M-V def2-TZVPD def2/J DEFGRID3
* xyz 0 1
C -0.49046 -0.79465 -1.70197
C -0.89485 0.63654 -2.15054
C -2.01166 1.15197 -1.26262
O -2.39162 2.50880 -1.56264
N -3.75522 2.65335 -1.70649
C -4.59205 2.61883 -0.57952
O -4.47279 3.21657 0.44838
C -5.72111 1.69758 -1.01179
C -6.73142 1.16281 -0.28404
C -7.67091 0.34147 -0.93651
C -7.50646 0.08825 -2.27541
O -8.41632 -0.73779 -2.90962
C -6.47445 0.63033 -3.02075
C -5.59745 1.44786 -2.37371
C -4.40443 2.23150 -2.88708
O -4.09604 2.50328 -4.00779
H 0.50773 -0.83060 -1.28176
H -1.16886 -1.16094 -0.92544
H -0.55806 -1.49613 -2.53506
H -0.01875 1.28519 -2.08280
H -1.17720 0.56579 -3.20416
H -1.65104 1.13800 -0.22833
H -2.87270 0.47611 -1.32876
H -6.81640 1.37411 0.77551
H -8.51202 -0.08721 -0.40970
H -8.07889 -1.64094 -2.85994
H -6.34328 0.44873 -4.08098
O 0.90220 1.67782 5.77194
C 0.31041 1.15366 4.85323
C 0.51995 -0.27820 4.51802
C -0.12731 -0.85205 3.50673
C -1.08575 -0.08468 2.67506
O -1.67938 -0.60209 1.75202
C -1.29610 1.34323 3.00898
C -0.64952 1.91638 4.01888
H 1.22344 -0.81948 5.13771
H 0.01182 -1.89345 3.24415
H -1.99948 1.88585 2.38821
H -0.79117 2.95850 4.27677
O 5.03579 -5.40591 0.26539
C 4.43496 -4.52130 -0.30927
C 5.15707 -3.40337 -0.96570
C 4.49678 -2.43219 -1.59333
C 3.01507 -2.43323 -1.66117
O 2.40763 -1.55128 -2.23318
C 2.29224 -3.55202 -1.00411
C 2.95243 -4.52125 -0.37737
H 6.22933 -3.42672 -0.90205
H 4.99651 -1.60816 -2.07750
H 1.21007 -3.53201 -1.06449
H 2.44703 -5.34668 0.10814
O 0.77436 8.37336 4.64593
C 0.74595 7.43474 3.87989
C -0.50393 7.05016 3.17831
C -0.53476 6.01813 2.33889
C 0.67954 5.20961 2.06793
O 0.65090 4.27007 1.30192
C 1.92915 5.59350 2.76930
C 1.95997 6.62538 3.60854
H -1.37848 7.65256 3.38846
H -1.43646 5.72068 1.81743
H 2.80348 4.99069 2.55924
H 2.86125 6.92203 4.12954
O 12.40137 -1.99927 -2.84839
C 11.21126 -1.97081 -2.62617
C 10.24021 -1.57336 -3.67598
C 8.93333 -1.54064 -3.42966
C 8.39296 -1.90084 -2.09758
O 7.19832 -1.87268 -1.87407
C 9.36080 -2.29823 -1.04763
C 10.66785 -2.33155 -1.29261
H 10.65474 -1.31458 -4.64182
H 8.20882 -1.25310 -4.18096
H 8.94566 -2.55701 -0.08154
H 11.39125 -2.61943 -0.54063
O -7.02803 -2.46479 0.83349
C -5.87908 -2.81718 0.66855
C -5.29561 -3.93954 1.44462
C -4.03367 -4.31990 1.26353
C -3.15792 -3.63870 0.27762
O -2.00788 -3.98627 0.11160
C -3.74664 -2.51862 -0.49582
C -5.00749 -2.13657 -0.31544
H -5.95032 -4.42326 2.15843
H -3.58854 -5.13514 1.81978
H -3.09686 -2.03226 -1.20886
H -5.46283 -1.31737 -0.85937
*
```

Calculated values
Max |F| (eV/A): 1.47
E_LUMO (Eh): -0.069
E_HOMO (eV): -9.685
HOMO-LUMO gap (eV): 7.81
SMILES: CCCON1C(=O)c2ccc(O)cc2C1=O.O=C1C=CC(=O)C=C1.O=C1C=CC(=O)C=C1.O=C1C=CC(=O)C=C1.O=C1C=CC(=O)C=C1.O=C1C=CC(=O)C=C1

Results of the Löwdin charge analysis, in e, for atoms 1 through 8: number 1, C, carries -0.09; number 2, C, carries -0.19; number 3, C, carries -0.17; number 4, O, carries -0.02; number 5, N, carries 0.00; number 6, C, carries -0.33; number 7, O, carries 0.15; number 8, C, carries -0.10